An isolated molecule of C3H3I, computed with wB97M-V/def2-TZVPD.

As for the LUMO energy (alpha / beta): -0.461 / -0.435 eV. The calculation puts the HOMO energy (alpha / beta) at -0.3131 / -0.2962 Eh. For the HOMO-LUMO gap (alpha / beta), the calculation gives 8.1 / 7.6 eV. Its energy above the lowest of the compared OMol25 structures with the same formula, charge and spin is 63.73 kcal/mol. The calculation puts the largest force on an atom at 3.60 eV Å⁻¹.

The geometry in ORCA input format:
```
! RIJCOSX wB97M-V def2-TZVPD def2/J DEFGRID3
* xyz 0 1
I 3.0046 -0.0290 0.0318
C 0.9945 0.4335 0.1306
C -0.7651 -0.7078 -0.2673
C 0.0495 -0.4435 0.7014
H 0.5688 0.9721 -0.8884
H 0.3052 -1.1354 1.4752
H -1.1820 0.0423 -0.9388
*
```

=====

A structure of composition C43H39As2N4OPdS, computed with wB97M-V/def2-TZVPD.

As for the LUMO energy (alpha / beta): -2.652 / -2.651 eV. The calculation puts the HOMO energy (alpha / beta) at -0.3602 / -0.3602 Eh. For the HOMO-LUMO gap (alpha / beta), the calculation gives 7.2 / 7.2 eV. Its energy above the lowest of the compared OMol25 structures with the same formula, charge and spin is 5.86 kcal/mol. The calculation puts the largest force on an atom at 1.72 eV Å⁻¹.

The geometry in ORCA input format:
```
! RIJCOSX wB97M-V def2-TZVPD def2/J DEFGRID3
* xyz 1 1
Pd -0.3755 0.0209 -0.0001
As -2.1400 1.7998 0.3093
As -2.3450 -1.5746 -0.3871
S 1.9455 -0.7209 3.8721
O -1.8674 1.3865 -2.7898
N 0.1202 -0.5951 2.0673
N 1.8377 -1.3170 -2.4172
N -0.0499 0.0350 -2.1768
N 0.8892 -0.1693 -4.2169
C -2.8962 -3.3579 0.1782
C -1.5933 -2.4273 -3.0217
C -0.8565 0.7836 -3.0419
C -0.5305 -0.9372 3.2595
C 2.2219 0.1183 1.2123
C -3.5475 2.1246 2.8988
C -1.6905 -2.5644 -4.4004
C 1.3922 -0.4277 2.2635
C 1.5393 0.7040 0.1448
C -2.3797 -1.4579 4.6777
C -3.7151 -4.8228 1.9164
C -2.4167 2.5655 4.9795
C -2.7765 -2.0091 -5.0778
C -1.5108 -1.6291 5.7638
C 0.3245 -1.0850 4.3512
C -3.2935 6.2392 -0.8950
C -2.3270 2.0900 2.2294
C -2.5639 3.6294 -0.2265
C -3.5933 2.3552 4.2686
C -3.3241 -3.5612 1.4896
C -2.5081 5.9971 0.2256
C -2.1448 4.6987 0.5583
C -3.8513 0.9465 -0.1505
C -2.5844 -1.7564 -2.3033
C -3.9448 -0.5521 0.1147
C -3.7578 -1.3305 -4.3681
C -0.1514 -1.4365 5.6142
C 4.3445 0.7112 0.2542
C 1.7903 -0.6497 -5.2532
C 3.6693 1.3417 -0.7857
C -3.6643 -1.2093 -2.9833
C -1.1934 2.5517 4.3165
C -3.3224 3.8781 -1.3690
C -3.6650 -5.8993 1.0411
C -0.2566 0.6970 -4.4382
C -2.8401 -4.4411 -0.6927
C -1.1511 2.3094 2.9478
C -3.2262 -5.7046 -0.2617
C 2.2806 1.3303 -0.8400
C 0.9282 -0.4883 -2.9255
C -3.6921 5.1782 -1.6963
C 3.6153 0.1114 1.2661
C -1.8964 -1.1077 3.4329
H -4.0566 -4.9622 2.9374
H -4.6415 1.4749 0.3664
H 0.0247 1.6863 -4.7960
H -4.2930 5.3600 -2.5821
H -3.4492 -1.5893 4.8224
H -4.1263 -0.7588 1.1645
H 2.6730 -1.5452 -2.9244
H -2.5204 -4.3139 -1.7130
H -0.9272 -3.1097 -4.9468
H -0.2001 2.2800 2.4312
H -3.5885 7.2525 -1.1450
H -0.2735 2.7276 4.8666
H 1.8558 -1.3979 -1.4159
H -4.5480 2.3717 4.7844
H -4.4734 1.9748 2.3573
H 1.7784 1.8431 -1.6479
H -4.6021 -0.8927 -4.8885
H 2.7004 -0.0517 -5.3177
H -3.3656 -2.7468 2.1883
H 0.5257 -1.5433 6.4568
H -2.8612 -2.1178 -6.1541
H 2.0572 -1.6933 -5.0747
H -2.1816 6.8217 0.8505
H -4.7807 -0.9847 -0.4249
H -0.9698 0.2496 -5.1306
H -3.9677 1.1464 -1.2090
H -1.5376 4.5291 1.4335
H -0.7393 -2.8450 -2.5020
H 4.1238 -0.3619 2.1008
H -3.1843 -6.5393 -0.9529
H -2.4537 2.7421 6.0506
H -2.5516 -0.9216 2.6006
H -4.4452 -0.6863 -2.4461
H -1.9104 -1.8945 6.7374
H 4.2317 1.8502 -1.5625
H 1.2780 -0.5999 -6.2090
H -3.6091 3.0659 -2.0230
H -3.9716 -6.8846 1.3717
H 5.4278 0.7035 0.2803
*
```

=====

A structure of composition C3H11FNP2, computed with wB97M-V/def2-TZVPD.

As for the LUMO energy (alpha / beta): -6.370 / -6.372 eV. The calculation puts the HOMO energy (alpha / beta) at -0.4914 / -0.4914 Eh. For the HOMO-LUMO gap (alpha / beta), the calculation gives 7.0 / 7.0 eV. Its energy above the lowest of the compared OMol25 structures with the same formula, charge and spin is 47.88 kcal/mol. The calculation puts the largest force on an atom at 3.64 eV Å⁻¹.

The geometry in ORCA input format:
```
! RIJCOSX wB97M-V def2-TZVPD def2/J DEFGRID3
* xyz 1 1
P -1.0148 -0.6878 -1.1877
P -3.3276 0.3716 0.0240
F -0.2465 -1.6495 1.1031
N 1.4888 0.4154 1.5940
C 0.2234 -0.9635 0.0187
C 1.5875 -0.2948 0.2699
C 1.9729 0.6031 -0.8225
H 1.6465 -0.3084 2.3757
H -4.4675 1.0373 0.4830
H 2.9251 1.0578 -0.4566
H 0.6035 0.9344 1.6378
H 2.3074 -1.0517 0.3938
H -1.5237 -2.0311 -1.2368
H -0.3342 -0.6230 -2.3819
H 1.3678 1.4308 -1.1655
H -2.8496 0.2158 1.3363
H -2.6368 1.4443 -0.2345
H 2.2780 0.0992 -1.7509
*
```

=====

A structure of composition C25H19CoN7O2S3Se, computed with wB97M-V/def2-TZVPD.

As for the LUMO energy (alpha / beta): 4.087 / 4.084 eV. The calculation puts the HOMO energy (alpha / beta) at -0.0500 / -0.0541 Eh. For the HOMO-LUMO gap (alpha / beta), the calculation gives 5.4 / 5.6 eV. Its energy above the lowest of the compared OMol25 structures with the same formula, charge and spin is 85.36 kcal/mol. The calculation puts the largest force on an atom at 0.78 eV Å⁻¹.

The geometry in ORCA input format:
```
! RIJCOSX wB97M-V def2-TZVPD def2/J DEFGRID3
* xyz -2 4
Se 0.1024 -0.3935 3.3170
Co 0.3649 -0.1184 -0.0941
S 3.0776 -2.0934 -0.0115
S -1.9504 -0.1212 -0.4296
S 0.4076 2.2304 0.1425
O 4.1266 -2.5855 -0.8893
O 3.4369 -1.8483 1.3571
N -1.7461 5.0332 -0.9013
N -2.9183 0.1972 4.8989
N -4.5099 2.3418 -1.4672
N -3.5105 -1.3213 3.5242
N 1.0328 -0.1047 -2.2584
N 0.1534 -2.4427 1.6069
N 2.3628 -0.8244 -0.6179
C -3.6054 -0.7408 5.6504
C 1.8546 -3.4133 0.0293
C -0.0152 -4.6718 0.8815
C 1.4424 -5.7042 -0.6945
C 0.6861 -3.4490 0.8286
C 0.3426 -5.7866 0.1556
C -2.2719 1.3707 5.4382
C 2.1825 -4.5379 -0.7274
C -3.4666 2.0118 -1.1012
C -1.2091 2.5420 -0.4167
C -5.1002 -2.8875 6.5106
C 3.2228 -0.7418 -2.9718
C -2.1703 1.5967 -0.6380
C 2.9029 -0.3473 -4.2535
C -2.8316 -0.1387 3.5784
C 1.6431 0.1795 -4.5370
C -4.7602 -2.8169 5.1633
C 0.5182 -1.1012 1.7269
C -4.0055 -1.7336 4.7490
C -0.4063 -7.0833 0.3182
C -3.9356 -0.8138 6.9934
C -4.6921 -1.9041 7.4116
C 2.2480 -0.5944 -1.9706
C 0.7406 0.2769 -3.4945
C -1.5255 3.9239 -0.6759
H -5.0850 -3.5771 4.4640
H -1.3637 -6.9310 0.8172
H -0.5806 -2.7515 2.2350
H 3.6439 -0.4331 -5.0410
H -5.6954 -3.7198 6.8651
H -1.7027 1.8231 4.6299
H -0.2613 0.6666 -3.6417
H -4.9750 -1.9870 8.4537
H 1.3742 0.5078 -5.5319
H 1.7321 -6.5554 -1.3005
H 4.1853 -1.1528 -2.7119
H -3.6273 -0.0439 7.6892
H -3.0080 2.0830 5.8188
H -0.5900 -7.5571 -0.6480
H -1.5856 1.0922 6.2408
H -0.8830 -4.7233 1.5324
H 3.0704 -4.4707 -1.3397
H 0.1761 -7.7839 0.9222
H -3.6469 -1.7922 2.6470
*
```

=====

| no. | total energy (Ha) |
| --- | --- |
| 1 | -413.6153 |
| 2 | -6953.7340 |
| 3 | -957.8231 |
| 4 | -6476.6557 |